The following is a DFT calculation (the ωB97M-V functional and the def2-TZVPD basis) of 10 unconnected molecules or ions with the total composition C30H83ClN7O16S in a non-equilibrium geometry.

```
138
Properties=species:S:1:pos:R:3:forces:R:3:lowdin_charge:R:1
Cl 19.5354 14.9538 2.7770 -0.84 0.17 0.74 0.597
O 19.6998 14.2504 1.6168 0.84 -2.52 -2.81 -0.273
O 20.7660 15.5603 3.1639 2.19 0.70 1.39 -0.368
O 18.6478 16.0160 2.4699 -2.27 1.95 0.80 -0.359
O 19.0294 14.1236 3.8505 -0.01 0.28 0.40 -0.354
S 21.2831 11.1223 0.6766 1.85 0.84 -1.47 0.043
O 21.7146 12.0874 -0.3458 -2.97 1.54 -3.63 -0.454
O 20.7536 9.8568 0.2522 2.28 -5.96 -4.13 -0.431
O 22.6019 11.1508 1.2889 2.00 -2.71 4.55 -0.451
O 20.0990 11.3613 1.4232 -2.54 5.41 4.60 -0.385
C 15.0786 19.2586 2.7900 -0.32 1.32 1.33 -0.080
C 15.9231 19.5065 1.5707 -1.69 0.20 -1.21 -0.426
C 16.4847 20.9458 1.4793 0.79 -1.27 -0.33 -0.201
O 17.2594 21.0030 0.2979 -1.12 2.20 -0.53 -0.234
C 17.2774 22.3380 -0.2727 1.15 -0.52 0.01 -0.703
N 16.8459 18.4167 1.3704 -0.07 0.00 1.18 0.082
H 15.6235 19.6661 3.6416 0.14 -0.43 0.46 0.059
H 14.7969 18.2204 2.9656 0.28 -0.01 -0.15 0.062
H 14.1621 19.8476 2.8259 -0.37 0.14 -0.34 0.064
H 15.2055 19.3897 0.7587 -0.03 0.53 -0.61 0.120
H 17.1422 21.1808 2.3163 0.18 -0.19 0.49 0.108
H 15.7084 21.7101 1.5137 -0.48 -0.10 -0.24 0.105
H 17.3224 23.1487 0.4546 0.01 -0.19 0.35 -0.021
H 16.4931 22.6110 -0.9787 -0.69 -0.59 0.18 -0.028
H 18.1864 22.3883 -0.8721 0.10 0.03 0.08 0.028
H 16.2364 17.6126 1.3243 -0.22 -0.53 -0.76 0.076
H 17.1593 18.2736 2.3198 1.32 -0.29 -0.14 0.034
C 16.4589 11.0337 4.1262 -0.21 0.08 0.82 -0.104
C 17.6937 10.6332 3.3778 0.34 0.50 -2.55 -0.370
C 18.3266 9.3003 3.6964 0.02 0.16 -0.99 -0.246
O 19.2452 9.0102 2.6742 1.37 -1.93 0.94 -0.191
C 19.8786 7.7171 2.9415 -0.49 1.72 0.04 -0.101
N 17.3431 10.6232 1.8611 -0.22 0.28 2.15 0.086
H 15.9873 11.9127 3.6869 0.21 0.07 -0.11 0.055
H 16.6588 11.3148 5.1602 -0.02 -0.13 0.32 0.061
H 15.6961 10.2554 4.1062 -0.10 -0.33 0.08 0.059
H 18.5030 11.3451 3.5400 -0.10 0.42 -0.54 0.127
H 17.5223 8.5647 3.6997 -0.34 -0.75 0.34 0.105
H 18.8498 9.3416 4.6517 -0.14 -0.11 0.54 0.114
H 20.8397 7.5246 2.4647 -0.37 0.76 -1.04 0.081
H 19.1556 6.9423 2.6864 -0.04 -0.44 0.16 0.058
H 20.2020 7.6662 3.9812 -0.53 -0.15 0.66 0.057
H 16.9189 11.5301 1.7285 0.85 1.15 -0.39 0.058
H 16.4415 10.1687 1.8364 -0.52 -1.38 0.06 0.038
C 17.1845 7.3635 -1.8820 -0.37 1.21 -0.78 -0.101
C 18.0269 8.4473 -1.1924 0.27 0.38 -0.59 -0.418
C 17.5026 9.9172 -1.4151 1.56 -0.67 1.44 -0.208
O 18.3961 10.7624 -0.7268 -0.21 1.68 -1.46 -0.210
C 18.4893 12.1121 -1.2986 -0.11 -1.15 0.09 -0.082
N 18.2464 8.1495 0.1992 -0.61 -1.09 0.39 0.064
H 16.1208 7.6002 -1.8565 -0.35 -0.09 0.48 0.052
H 17.3570 6.3716 -1.4643 0.13 -0.01 -0.21 0.056
H 17.4047 7.4427 -2.9466 0.18 -0.61 -0.31 0.054
H 19.0388 8.3304 -1.5805 0.08 0.76 -0.47 0.132
H 16.5360 9.9854 -0.9161 -0.74 -0.02 -0.05 0.100
H 17.3996 10.1613 -2.4724 0.01 -0.05 -0.37 0.103
H 17.4938 12.5141 -1.4868 -0.48 0.03 -0.07 0.060
H 19.0480 12.1033 -2.2344 0.01 -0.33 -0.34 0.079
H 19.0317 12.8511 -0.7089 0.11 -0.89 0.82 0.055
H 18.7566 7.2801 0.1360 1.35 -0.01 0.28 0.060
H 17.4155 7.6889 0.5421 -1.22 0.61 0.59 0.055
C 24.3790 15.5776 2.7282 0.67 -0.25 -0.02 -0.076
C 24.3428 14.5455 1.6067 0.83 -0.49 -0.86 -0.440
C 25.3784 13.4288 1.8076 -0.56 -0.40 -0.03 -0.220
O 25.2319 12.3482 0.8977 0.98 0.04 0.43 -0.158
C 26.0138 11.2427 1.3174 -0.45 0.33 -0.26 -0.149
N 23.0331 13.9802 1.3721 0.11 1.18 1.26 0.096
H 25.3697 16.0080 2.8745 0.29 0.50 -0.41 0.058
H 24.2168 15.1455 3.7157 -0.72 -0.24 -0.03 0.071
H 23.6389 16.3405 2.4867 0.13 0.11 0.38 0.061
H 24.6459 15.0302 0.6786 0.08 0.33 -0.24 0.128
H 25.3023 13.0549 2.8286 -0.16 -0.21 0.39 0.115
H 26.3822 13.8386 1.6956 0.50 0.30 0.05 0.101
H 25.6016 10.7364 2.1903 -0.53 -0.09 -0.03 0.080
H 27.0280 11.5084 1.6154 0.55 0.56 -0.01 0.051
H 26.1275 10.5374 0.4942 -0.42 0.01 -0.05 0.079
H 22.4375 14.7886 1.2632 -0.49 0.50 -1.28 0.058
H 22.7192 13.8947 2.3283 -0.51 -1.73 0.61 0.071
C 21.9573 19.3449 1.9104 1.24 -0.28 0.94 -0.074
C 20.5060 19.0306 1.9575 -1.17 -0.52 -0.61 -0.433
C 19.8851 19.1485 3.3425 1.04 0.25 -0.49 -0.200
O 18.4835 19.0507 3.3763 0.53 -0.48 1.52 -0.195
C 18.1456 18.9125 4.7517 -0.81 0.10 -0.66 -0.101
N 19.8106 19.9347 1.0349 0.40 0.43 0.65 0.079
H 22.1263 20.3451 2.3093 0.20 0.17 0.26 0.075
H 22.3839 19.3464 0.9074 -0.37 -0.16 -0.25 0.079
H 22.5315 18.6069 2.4706 0.25 0.15 0.27 0.061
H 20.3797 17.9838 1.6812 -0.32 -0.01 -0.34 0.112
H 20.0956 20.1278 3.7725 0.57 0.52 0.15 0.121
H 20.3745 18.4050 3.9717 -0.21 -0.19 0.20 0.103
H 18.4241 19.8001 5.3198 0.06 0.42 0.09 0.086
H 18.6240 18.0692 5.2497 0.06 -0.31 -0.30 0.070
H 17.0628 18.7914 4.7845 0.11 -0.06 0.25 0.064
H 20.5522 20.3322 0.4762 0.09 -0.29 -1.04 0.054
H 19.7210 20.7428 1.6342 -1.06 0.72 0.22 0.059
C 14.8342 16.2756 5.1755 -1.52 0.91 -0.85 -0.082
C 16.1853 15.7490 5.3755 1.41 0.44 0.99 -0.473
C 16.5822 15.9461 6.8367 -0.25 -1.29 -0.58 -0.232
O 16.5149 17.2991 7.1684 0.95 0.85 1.13 -0.183
C 17.3173 17.5674 8.3243 -0.75 -0.02 -0.30 -0.100
N 16.2593 14.3590 5.0013 -0.16 -0.26 0.03 0.069
H 14.7857 17.3539 5.3267 0.02 0.02 0.44 0.071
H 14.1200 15.7541 5.8127 -0.14 0.02 0.08 0.079
H 14.5058 16.1783 4.1407 -0.01 -0.39 -0.15 0.074
H 16.9174 16.3582 4.8454 0.09 0.11 -0.48 0.126
H 17.5625 15.4895 6.9736 0.49 0.33 0.07 0.125
H 15.9156 15.3813 7.4884 -0.38 -0.24 0.21 0.119
H 17.1494 16.8208 9.1006 -0.04 -0.36 0.06 0.075
H 16.9991 18.5095 8.7708 0.08 0.22 -0.33 0.078
H 18.3832 17.5819 8.0967 0.09 0.06 -0.17 0.074
H 17.2039 14.0281 5.1367 0.40 -0.10 0.16 0.047
H 16.2345 14.3705 3.9917 -0.25 -0.27 -0.40 0.076
C 18.4902 15.4654 -1.4378 -0.75 -0.79 -2.94 -0.085
C 18.4676 16.9790 -1.5966 -0.55 -0.66 -0.24 -0.426
C 17.0786 17.5565 -1.9904 0.74 -0.52 2.17 -0.192
O 16.9433 18.8395 -1.3890 -1.47 1.11 -2.09 -0.191
C 15.8785 19.5828 -2.0296 0.80 0.26 -0.34 -0.135
N 18.9402 17.3869 -0.3206 0.76 0.69 0.81 0.045
H 19.4899 15.0378 -1.5144 0.13 0.20 0.41 0.097
H 17.9865 15.0721 -2.3208 -0.33 -0.74 -0.25 0.065
H 17.9847 15.0538 -0.5642 0.02 0.37 0.10 0.086
H 19.2218 17.3070 -2.3119 -0.17 -0.01 -0.54 0.132
H 16.3072 16.9882 -1.4707 -0.23 -0.78 -0.27 0.116
H 16.9592 17.4271 -3.0661 -0.22 0.68 -0.31 0.110
H 15.6277 20.5354 -1.5630 0.69 -0.21 0.61 0.059
H 14.9036 19.1179 -2.1760 -0.09 -1.03 0.46 0.065
H 16.1665 19.8515 -3.0459 0.35 0.03 -0.32 0.066
H 19.8676 16.9960 -0.4056 0.85 0.29 0.64 0.079
H 18.5377 16.6521 0.2435 -0.16 0.71 1.37 0.028
C 21.0172 16.7012 6.5782 -1.06 -0.64 -0.02 -0.114
C 22.4182 16.7727 6.1100 -0.07 0.88 0.08 -0.349
O 22.5083 17.2711 4.7981 0.58 0.27 0.61 -0.083
H 20.5307 15.9459 5.9611 -0.56 -0.09 0.26 0.080
H 20.4760 17.6433 6.4911 0.13 0.11 -0.05 0.062
H 21.0683 16.4100 7.6273 -0.45 -0.24 0.15 0.071
H 22.8329 15.7717 6.2285 0.56 -0.01 -0.08 0.114
H 22.8387 17.4904 6.8143 1.09 0.02 -0.32 0.102
H 21.8972 16.7427 4.2795 -0.37 -0.45 -0.70 0.023
```
Positions in Å, forces in eV/Å.

Properties
total energy: -3637.29698 Eh
charge: -4
Kohn-Sham gap (spin up / spin down): 0.0610 / 0.0607 Eh
max |F|: 7.6 eV Å⁻¹
multiplicity: 2